[1]
Density functional theory data (the ωB97M-V functional and the def2-TZVPD basis) for a molecular structure, C34H56F30K3N5O32S10 in a non-equilibrium geometry.

The value obtained for the largest force on an atom is 0.1745 hartree/bohr. The calculation puts the total energy at -12787.76717 a.u. Its total charge is -2. The LUMO energy comes out at 0.4 eV. The calculation puts the HOMO energy at -0.216 hartree. As for the HOMO-LUMO gap: 0.2329 hartree.

```
170
Properties=species:S:1:pos:R:3:forces:R:3:lowdin_charge:R:1
K 0.7938 2.6596 3.9993 0.3 -0.1 0.4 0.812
K -3.8772 2.6036 1.6454 0.2 0.0 0.4 0.855
K -1.6078 -1.0944 -4.8587 -0.1 -0.3 0.0 0.809
C -2.7980 7.1712 3.0424 -0.4 0.7 -1.1 -0.580
F -2.4271 8.4972 3.0684 -0.3 -2.2 -0.2 0.105
F -4.1120 7.1154 2.7639 0.5 0.2 0.9 0.116
F -2.2361 6.5308 1.9707 0.3 0.6 1.0 0.079
S -2.2718 6.3542 4.6719 0.0 1.6 1.2 0.722
O -0.8615 6.0757 4.5131 -0.9 -0.3 -0.4 -0.305
O -2.6272 7.3705 5.7077 0.3 -2.8 -2.9 -0.290
N -3.2091 4.8599 4.5722 4.5 2.9 -3.9 -0.313
S -3.8364 4.8342 5.9156 -7.0 -2.5 5.0 0.465
O -3.0373 4.9792 7.0807 1.0 -0.3 0.3 -0.278
O -5.1265 5.5164 5.9204 0.9 -0.5 0.1 -0.322
C -4.4869 2.8615 5.9643 2.2 1.7 -0.9 -0.534
F -4.8698 2.4642 7.1606 -0.4 0.2 -0.7 0.158
F -5.4619 2.7158 5.0152 0.6 -0.4 0.9 0.065
F -3.4121 2.0442 5.5932 -1.3 0.6 0.1 0.029
C -7.4768 -3.5067 3.9111 -0.5 -1.0 1.1 -0.527
F -6.4629 -4.4661 4.1176 -2.0 2.8 -1.4 0.062
F -7.1230 -2.2846 4.3604 0.5 -1.1 -0.8 0.105
F -7.9123 -3.3889 2.6117 1.6 -0.5 1.7 0.085
S -9.0234 -3.9545 4.9591 -4.0 0.3 0.0 0.701
O -8.9914 -3.3709 6.3148 1.5 -1.5 -2.2 -0.314
O -10.1507 -3.3752 4.2150 1.8 -0.9 -0.1 -0.348
N -9.1558 -5.7015 4.7624 0.3 4.0 -1.0 -0.289
S -8.5151 -6.1805 6.0717 4.5 -1.6 2.5 0.524
O -7.0456 -5.8800 6.2566 -3.3 -0.4 -0.2 -0.363
O -9.3858 -5.9948 7.1981 0.3 -0.9 0.2 -0.298
C -8.3009 -8.0241 5.6954 -1.1 -1.8 1.6 -0.580
F -9.5501 -8.6616 5.7036 1.5 0.8 -0.2 0.044
F -7.6787 -8.3490 4.5767 -0.3 0.6 -0.3 0.133
F -7.5685 -8.6465 6.6932 -1.0 1.1 -0.8 0.067
C 5.6580 1.2852 5.7312 0.1 2.2 -0.7 -0.597
F 4.9204 1.0489 4.5862 1.0 0.1 1.7 0.082
F 5.7371 0.2362 6.4924 0.1 -0.5 -0.4 0.165
F 6.9081 1.6937 5.3261 -1.3 -0.8 0.4 0.084
S 4.9217 2.7747 6.7743 0.1 2.0 -0.1 0.731
O 5.6002 2.8205 8.1057 -1.9 -1.0 -3.1 -0.324
O 5.1340 4.0071 5.9858 -0.7 -2.5 0.7 -0.347
N 3.2015 2.3161 6.6461 3.1 0.8 0.5 -0.323
S 2.9194 1.6446 8.0626 0.3 -0.8 0.6 0.528
O 3.6958 0.4402 8.2972 -0.8 0.4 0.0 -0.317
O 2.8557 2.6025 9.1344 -0.8 -0.6 -0.3 -0.288
C 1.2072 0.9537 7.6555 -1.1 1.4 1.5 -0.575
F 0.6741 0.3747 8.7816 0.8 0.3 -1.7 0.098
F 0.3133 1.9921 7.3495 1.2 -1.4 -0.2 0.042
F 1.2475 0.0971 6.6336 -0.3 0.4 0.6 0.123
C 2.1240 -2.8776 -6.0208 -1.4 -2.8 -3.1 -0.671
F 3.4062 -3.1890 -5.9393 -0.1 0.4 0.6 0.155
F 1.3783 -3.8164 -5.3597 0.7 0.4 -0.5 0.095
F 1.7966 -1.7495 -5.5257 0.2 2.5 1.4 0.165
S 1.6981 -2.8673 -7.9638 0.7 -1.3 1.7 0.663
O 2.7242 -2.0288 -8.5454 -1.0 -0.3 0.4 -0.301
O 1.6934 -4.2841 -8.3176 -0.4 1.8 0.4 -0.306
N 0.1726 -2.1430 -7.8526 1.5 -1.2 0.1 -0.338
S -0.3447 -1.9844 -9.3240 -1.1 -0.4 -5.2 0.580
O 0.3313 -0.9399 -10.0999 -1.1 -0.2 1.6 -0.327
O -0.5140 -3.1721 -10.1971 -0.1 1.1 2.4 -0.340
C -2.2105 -1.3999 -9.0005 2.2 -0.3 -0.3 -0.601
F -2.8336 -2.2896 -8.1587 0.2 1.5 -0.8 0.083
F -2.0526 -0.1745 -8.4857 -0.6 0.1 1.5 0.086
F -2.9255 -1.1669 -10.0956 0.0 -1.2 0.2 0.144
C -2.0891 -1.1458 1.3964 2.4 -0.5 -1.2 -0.626
F -2.4821 -0.5963 2.5019 -0.1 0.0 2.0 0.156
F -2.3622 -2.4791 1.3631 0.6 1.8 0.1 0.137
F -2.7628 -0.5109 0.4665 -1.1 -0.1 -1.7 0.098
S -0.1437 -0.5721 0.9904 -0.9 -0.5 1.7 0.709
O 0.5554 -0.5765 2.2771 -1.0 -0.2 -1.6 -0.323
O 0.3190 -1.3960 -0.1245 -0.9 1.1 1.7 -0.307
N -0.4938 1.0822 0.6101 0.3 -3.0 0.9 -0.327
S 0.5377 1.3316 -0.5462 -0.8 0.6 -4.2 0.569
O 1.9216 1.1193 -0.2247 -0.3 0.2 -0.1 -0.278
O 0.0370 0.8210 -1.8841 1.3 1.9 3.1 -0.352
C 0.3049 3.2323 -0.5098 -0.2 0.6 -1.9 -0.558
F 1.1420 3.8238 -1.4140 -0.6 -0.7 1.4 0.102
F -0.9615 3.5575 -0.9775 1.1 -0.4 1.2 0.057
F 0.4968 3.7871 0.7154 -0.3 -0.6 -1.2 0.096
C 9.7122 2.4062 -12.2353 -2.1 0.4 1.0 -0.071
O 8.5284 2.2542 -11.3805 0.4 0.0 -1.2 -0.203
C 7.3063 2.5878 -12.0615 0.3 -1.1 0.0 -0.201
C 6.1604 1.9553 -11.2383 1.4 0.4 -0.4 -0.193
O 6.2674 2.5440 -9.9858 -0.8 1.9 0.9 -0.126
C 5.0408 2.9232 -9.3689 0.1 -1.5 0.5 -0.181
C 5.2743 3.6669 -8.0890 -0.7 0.6 1.4 -0.216
O 5.8102 2.9641 -7.0051 0.8 -0.9 1.4 -0.172
C 5.0831 1.9324 -6.3404 -0.4 -1.4 -1.2 -0.103
H 10.4661 2.8092 -11.5590 0.4 -0.5 -0.4 0.086
H 9.4737 3.1548 -12.9908 0.2 0.2 -0.2 0.070
H 9.8964 1.4584 -12.7410 0.5 0.0 0.2 0.083
H 7.2555 2.1833 -13.0724 0.3 -0.5 -0.3 0.110
H 7.3225 3.6639 -12.2341 -0.7 0.3 0.5 0.119
H 6.3781 0.8974 -11.0918 0.1 -0.3 -0.4 0.131
H 5.1825 2.0182 -11.7157 -0.1 0.4 0.0 0.125
H 4.5813 1.9488 -9.2031 -0.7 0.0 0.6 0.128
H 4.2849 3.4908 -9.9117 0.5 0.3 -0.9 0.126
H 4.3800 4.1261 -7.6677 -1.0 -0.2 -0.7 0.121
H 5.8861 4.5645 -8.1794 0.6 -0.3 -0.6 0.129
H 5.6319 0.9962 -6.4417 0.5 0.1 0.1 0.085
H 4.1358 1.6275 -6.7851 -0.3 0.6 -0.7 0.077
H 4.7941 1.9765 -5.2903 0.7 1.3 0.3 0.078
C -2.0325 -6.4448 6.6068 -0.7 0.1 -0.4 -0.120
O -1.4466 -7.6887 6.6204 1.9 -2.6 -0.1 -0.231
C -0.1786 -7.8104 7.3021 -0.8 -1.1 -0.4 -0.152
C 0.2054 -9.3184 7.4993 -2.0 0.4 -0.3 -0.164
O -0.4303 -9.9231 8.6176 0.2 0.5 1.2 -0.158
C -1.8564 -9.8641 8.7358 -0.3 -1.0 -0.8 -0.159
C -2.4753 -8.8780 9.7699 3.5 -0.1 -1.8 -0.277
O -3.8059 -8.9464 9.7993 -3.2 0.9 0.4 -0.144
C -4.2933 -7.7024 10.3505 -1.2 -1.1 1.1 -0.074
H -2.3128 -6.2494 5.5717 -0.1 0.4 0.0 0.088
H -1.3608 -5.6567 6.9473 -0.3 0.2 0.3 0.092
H -2.9491 -6.6150 7.1715 -0.2 1.1 0.3 0.091
H -0.3794 -7.3762 8.2815 1.0 0.4 0.1 0.117
H 0.5604 -7.3535 6.6439 0.4 0.5 0.5 0.122
H 1.2629 -9.5747 7.5627 0.0 0.6 0.3 0.120
H -0.1694 -9.8503 6.6248 0.0 0.1 -0.5 0.117
H -2.1614 -10.8698 9.0250 0.1 -0.2 0.4 0.118
H -2.2644 -9.8041 7.7268 -0.3 0.8 0.0 0.122
H -2.2751 -7.8646 9.4219 1.1 0.2 0.3 0.099
H -2.0010 -9.1279 10.7189 0.2 0.4 0.4 0.131
H -3.9544 -6.7761 9.8864 0.1 -0.3 -0.6 0.090
H -4.0575 -7.6307 11.4122 0.7 -0.1 0.2 0.082
H -5.3793 -7.7550 10.4264 0.0 0.0 -0.8 0.092
C 7.8121 4.7330 -0.0288 0.3 0.0 0.5 -0.116
O 6.7217 5.5346 -0.3757 0.4 -0.1 0.8 -0.189
C 5.8571 5.1599 -1.4234 1.0 1.0 0.4 -0.169
C 5.5896 6.5069 -2.0711 -0.4 -1.5 -2.2 -0.254
O 4.9615 7.3329 -1.2119 -1.1 0.7 2.8 -0.114
C 4.4848 8.5626 -1.6666 0.6 -0.3 -0.5 -0.194
C 4.3698 9.6402 -0.5895 -0.6 -0.3 -0.2 -0.190
O 3.8889 9.1472 0.6682 1.2 0.8 -0.2 -0.167
C 2.5821 8.5950 0.6385 0.4 0.5 -1.4 -0.091
H 8.5555 4.6504 -0.8217 0.0 -0.2 -0.4 0.083
H 7.5526 3.7448 0.3510 -0.3 -0.3 -0.2 0.086
H 8.3150 5.2219 0.8055 -0.1 0.2 0.0 0.087
H 4.9730 4.6855 -0.9976 -0.2 0.0 -0.2 0.129
H 6.3545 4.4994 -2.1336 0.0 -0.1 -0.2 0.125
H 4.9792 6.3111 -2.9526 -0.5 0.0 -0.5 0.123
H 6.5021 6.9360 -2.4852 0.5 0.0 0.2 0.131
H 3.5012 8.4510 -2.1228 -0.1 -0.3 -0.3 0.119
H 5.2147 8.8450 -2.4252 -0.2 0.8 -0.4 0.123
H 3.7227 10.3986 -1.0302 -1.1 -0.1 0.1 0.109
H 5.2395 10.2972 -0.5786 0.7 -0.9 1.3 0.119
H 2.6003 7.5470 0.3395 0.1 -0.3 0.4 0.084
H 2.0990 9.1026 -0.1964 -0.8 0.1 0.2 0.078
H 2.0574 8.7665 1.5784 0.3 0.0 -0.1 0.092
C -3.6880 1.9446 -4.3406 -0.4 -0.5 0.7 -0.068
O -4.1323 0.5543 -4.2635 -0.3 2.7 -0.9 -0.241
C -5.5334 0.4600 -4.6297 1.6 -1.3 0.8 -0.174
C -5.8694 -0.8841 -4.0429 -1.2 -1.7 -1.0 -0.199
O -4.8677 -1.8464 -4.2809 2.3 0.1 -0.1 -0.177
C -4.7791 -3.0681 -3.5185 -1.3 0.6 -0.9 -0.142
C -3.8228 -4.0226 -4.1776 1.5 -0.9 0.6 -0.156
O -2.4621 -3.9413 -3.7267 -0.1 1.8 -3.0 -0.242
C -2.1067 -4.3319 -2.4654 0.7 -0.4 0.6 -0.113
H -4.0037 2.4465 -3.4260 0.2 0.0 0.3 0.083
H -4.1429 2.5486 -5.1257 0.0 -0.5 -0.5 0.089
H -2.6023 1.9864 -4.4287 -0.1 -0.1 0.1 0.084
H -5.6815 0.5211 -5.7079 0.3 -0.1 -0.1 0.132
H -6.2259 1.1557 -4.1557 0.4 0.6 0.2 0.128
H -6.6648 -1.2686 -4.6812 -1.1 0.1 0.6 0.130
H -6.1763 -0.8035 -3.0002 0.2 -0.1 0.1 0.135
H -5.7602 -3.5151 -3.6789 -0.3 -0.3 0.9 0.134
H -4.5012 -2.8616 -2.4849 -0.4 -0.1 0.1 0.127
H -3.8391 -3.8523 -5.2541 0.2 0.1 0.0 0.135
H -3.9994 -5.0859 -4.0159 -1.2 0.0 0.1 0.135
H -1.0547 -4.0509 -2.4153 -0.1 0.8 0.8 0.101
H -1.9595 -5.4030 -2.3266 -1.0 -0.5 -0.1 0.094
H -2.8092 -3.8772 -1.7670 0.6 -0.2 0.8 0.087
```
Positions in Å, forces in eV/Å.

***

[2]
Density functional theory data (the ωB97M-V functional and the def2-TZVPD basis) for a single C4H7NO molecule.

The value obtained for the largest force on an atom is 0.0112 hartree/bohr. As for the SMILES: C[C@H]1CN1C=O. The calculation puts the total energy at -286.56296 a.u. The LUMO energy comes out at 1.0 eV. As for the energy above the lowest of the compared OMol25 structures with the same formula, charge and spin: 43.1 kcal/mol. The calculation puts the HOMO energy at -0.363 hartree. As for the HOMO-LUMO gap: 0.4008 hartree.

```
13
Properties=species:S:1:pos:R:3:forces:R:3:lowdin_charge:R:1
C -1.3105 -0.0289 0.5850 0.0 0.1 0.1 -0.047
C -0.3904 -0.7726 -0.3643 -0.1 -0.1 0.2 -0.278
C 0.3304 0.0450 -1.3793 0.0 0.1 -0.2 -0.081
N 1.0317 -0.4721 -0.2324 0.2 0.1 0.2 -0.030
C 1.4643 0.3744 0.7791 0.4 0.2 -0.1 -0.355
O 1.9219 1.4796 0.6109 -0.1 -0.4 0.0 0.057
H -0.6865 0.6386 1.1971 -0.6 -0.2 0.0 0.070
H -1.8652 -0.7111 1.2357 0.2 0.2 0.0 0.080
H -2.0225 0.6170 0.0673 -0.1 -0.2 -0.1 0.082
H -0.6080 -1.8210 -0.5630 0.0 0.2 -0.1 0.133
H 0.6455 -0.3637 -2.3325 -0.1 0.0 0.1 0.109
H 0.0945 1.1067 -1.3832 0.1 -0.1 0.0 0.120
H 1.3946 -0.0919 1.7797 0.1 0.0 -0.1 0.140
```
Positions in Å, forces in eV/Å.

***

[3]
Density functional theory data (the ωB97M-V functional and the def2-TZVPD basis) for a single C2H4INO2 molecule in a non-equilibrium geometry.

The value obtained for the largest force on an atom is 0.0773 hartree/bohr. As for the SMILES: C[C@@H](I)[N+](=O)[O-]. The calculation puts the total energy at -581.40380 a.u. The LUMO energy comes out at -0.7 eV. As for the energy above the lowest of the compared OMol25 structures with the same formula, charge and spin: 80.4 kcal/mol. The calculation puts the HOMO energy at -0.375 hartree. As for the HOMO-LUMO gap: 0.3484 hartree.

```
10
Properties=species:S:1:pos:R:3:forces:R:3:lowdin_charge:R:1
C -0.8306 -0.6305 -0.5762 0.1 1.0 -2.8 -0.108
C 0.5586 -0.2268 0.1758 -2.7 -0.1 -3.0 -0.642
N 0.2977 0.9799 0.9622 0.7 1.7 0.6 -0.466
O 0.2163 1.9865 0.3019 -0.5 0.6 -0.2 0.035
O 0.2449 0.9649 2.1877 -0.1 -0.9 -1.0 0.081
I 2.2682 -0.0396 -1.1655 -0.8 0.2 0.4 0.835
H -1.0829 0.1689 -1.4059 0.7 -1.0 1.9 0.103
H -1.7810 -0.7519 -0.0216 1.0 0.3 0.6 0.073
H -0.8159 -1.5301 -1.2682 0.8 0.7 1.3 0.077
H 0.9247 -0.9213 0.8099 0.6 -2.4 2.1 0.013
```
Positions in Å, forces in eV/Å.

***

[4]
Density functional theory data (the ωB97M-V functional and the def2-TZVPD basis) for a single C4H8N2O molecule in a non-equilibrium geometry.

The value obtained for the largest force on an atom is 0.0331 hartree/bohr. The calculation puts the total energy at -341.80433 a.u. The LUMO energy (spin up / spin down) comes out at 0.2 / -1.6 eV. As for the energy above the lowest of the compared OMol25 structures with the same formula, charge and spin: 125.1 kcal/mol. The calculation puts the HOMO energy (spin up / spin down) at -0.332 / -0.303 hartree. As for the HOMO-LUMO gap (spin up / spin down): 0.3393 / 0.2460 hartree.

```
15
Properties=species:S:1:pos:R:3:forces:R:3:lowdin_charge:R:1
C -0.0728 -0.9303 -0.0106 -0.2 0.7 -0.4 -0.457
C 1.3464 0.9806 0.6019 -0.2 0.2 0.1 -0.144
N 0.5491 -0.1341 1.0040 1.2 -1.0 0.4 0.028
N 0.8082 -1.1988 -1.1472 -0.1 0.0 0.1 0.053
C -1.8340 0.7090 0.4633 -0.1 0.9 1.5 -0.273
C -1.2191 -0.0551 -0.5025 0.9 -0.7 -0.3 0.023
O -1.3186 0.9217 1.5931 -1.2 0.2 -1.0 0.008
H -0.4438 -1.8376 0.4804 -0.1 0.0 -0.1 0.139
H 1.4910 -1.9060 -0.9048 0.0 0.0 0.0 0.080
H 0.2675 -1.5335 -1.9355 0.1 -0.1 0.0 0.070
H -2.8363 1.1099 0.2474 0.0 -0.1 0.0 0.122
H -1.4400 0.0218 -1.5576 -0.2 -0.1 0.0 0.104
H 2.3625 0.7925 0.9704 0.0 0.0 -0.2 0.087
H 1.3492 1.2074 -0.4666 0.1 0.0 0.0 0.075
H 0.9909 1.8526 1.1645 0.0 0.0 -0.1 0.085
```
Positions in Å, forces in eV/Å.

***

[5]
Density functional theory data (the ωB97M-V functional and the def2-TZVPD basis) for 2 unconnected molecules or ions with the total composition C7H13N.

The value obtained for the largest force on an atom is 0.0158 hartree/bohr. As for the SMILES: C/C=C/C.C=CN=C. The calculation puts the total energy at -329.19251 a.u. The LUMO energy comes out at 1.0 eV. As for the energy above the lowest of the compared OMol25 structures with the same formula, charge and spin: 49.5 kcal/mol. The calculation puts the HOMO energy at -0.338 hartree. As for the HOMO-LUMO gap: 0.3759 hartree.

```
21
Properties=species:S:1:pos:R:3:forces:R:3:lowdin_charge:R:1
C -1.8537 -1.3171 -0.9799 -0.5 0.5 -0.1 -0.192
C -1.5266 -0.0490 -1.2051 0.5 -0.4 0.2 -0.202
C -2.4859 1.0959 -1.2861 -0.2 -0.4 0.5 -0.106
C -0.9340 -2.4965 -0.9182 -0.3 0.3 0.1 -0.103
H -2.9211 -1.4921 -0.8410 0.1 -0.3 0.0 0.100
H -0.4633 0.1724 -1.2684 0.0 0.2 -0.3 0.082
H -2.2581 1.8221 -0.5016 0.1 0.3 -0.3 0.067
H -2.4826 1.5508 -2.2741 0.1 0.3 0.1 0.070
H -3.5031 0.7611 -1.0668 0.0 -0.1 -0.2 0.071
H 0.0952 -2.2140 -1.1314 0.0 0.0 0.0 0.071
H -1.2620 -3.2389 -1.6463 0.1 -0.1 0.0 0.070
H -0.9826 -2.9492 0.0735 0.1 -0.1 0.0 0.071
C 2.6445 0.8691 1.2082 0.2 -0.1 -0.5 -0.263
C 2.5865 1.3208 -0.0459 0.0 -0.2 0.5 0.008
C 0.4804 0.4860 1.8283 0.7 -0.3 0.0 -0.049
N 1.6644 0.0406 1.7696 -0.1 0.0 0.1 -0.024
H 3.5287 0.9985 1.8190 0.0 0.1 0.1 0.097
H 1.7423 1.0438 -0.6602 0.0 0.1 -0.2 0.037
H 3.3964 1.8940 -0.4662 0.0 0.0 -0.1 0.047
H -0.2752 -0.1940 2.2004 -0.3 0.2 0.0 0.069
H 0.2860 1.5154 1.5293 -0.5 0.0 0.0 0.081
```
Positions in Å, forces in eV/Å.

***

[6]
Density functional theory data (the ωB97M-V functional and the def2-TZVPD basis) for 2 unconnected molecules or ions with the total composition C2Br2N2O2 in a non-equilibrium geometry.

The value obtained for the largest force on an atom is 0.0897 hartree/bohr. The calculation puts the total energy at -5483.91626 a.u. The LUMO energy (spin up / spin down) comes out at -4.1 / -4.1 eV. As for the energy above the lowest of the compared OMol25 structures with the same formula, charge and spin: 104.5 kcal/mol. The calculation puts the HOMO energy (spin up / spin down) at -0.368 / -0.368 hartree. As for the HOMO-LUMO gap (spin up / spin down): 0.2159 / 0.2161 hartree.

```
8
Properties=species:S:1:pos:R:3:forces:R:3:lowdin_charge:R:1
C -1.1325 -1.3617 -0.6239 1.1 4.0 -2.0 -0.245
C 0.4456 0.9860 -0.8966 0.4 -1.6 -1.5 -1.031
N -1.0546 -2.2691 0.0534 0.0 -2.7 1.8 -0.079
N 0.5611 0.8011 0.6070 1.9 -1.2 -1.0 -0.536
O -0.3783 0.9955 1.2436 -3.8 1.5 1.8 0.113
O 1.6047 0.3745 1.0042 1.4 -0.1 -0.3 0.047
Br 2.0113 0.4333 -1.8093 -1.6 0.6 0.5 0.854
Br -0.7602 2.1304 -1.6753 0.6 -0.5 0.7 0.877
```
Positions in Å, forces in eV/Å.